Density functional theory data (the ωB97M-V functional and the def2-TZVPD basis) for a 4-piece molecular cluster, H7O4 overall.

Last column: Löwdin charge in e.
Geometry (Å):
1 O -0.49947 -0.18708 -2.08810  -0.2511
2 H -0.89038 0.69373 -2.16634  -0.0154
3 O 0.82422 0.26628 -0.05752  -0.3503
4 H 1.67800 0.58829 -0.36680  -0.0378
5 H 0.16864 -0.00294 -1.20910  -0.0454
6 O -2.40114 -0.03751 0.03066  -0.1076
7 H -1.55396 0.14388 0.45627  0.0078
8 H -2.14406 -0.23027 -0.88791  -0.0063
9 O 1.83327 -0.16119 2.37448  -0.1599
10 H 1.52225 -0.03606 1.41205  -0.0290
11 H 1.46262 -1.03713 2.50232  -0.0049

Atomic forces in eV per Å
O 0.10 0.49 0.26
H 0.13 -0.15 -0.25
O 0.43 0.01 0.05
H -0.09 0.08 -0.09
H -0.48 -0.36 -0.24
O -0.41 0.04 0.04
H 0.18 -0.01 -0.17
H 0.38 -0.11 0.27
O -0.15 -0.24 -0.77
H -0.12 0.42 0.50
H 0.05 -0.18 0.39

As for the highest occupied orbital energy: -4.93 eV. The value obtained for the max |F| is 0.016 Eh/bohr. As for the multiplicity: 1. For the energy relative to the best compared isomer or geometry (same formula, charge and spin), the calculation gives 0.205 eV. Its total energy is -305.202905 a.u. Its total charge is -1.